P.
Here is an isolated ion of composition C3H7O and charge -1 from OMol25. Energies are from ωB97M-V/def2-TZVPD.

Output
Orbital gap   0.237 Eh
SMILES   CCC[O-]
Charge   -1
Multiplicity   1

XYZ file:
```
11
C3H7O (ωB97M-V/def2-TZVPD)
C -0.58681 0.95680 0.67758
C 0.16102 -0.36452 0.47946
C 0.49957 -0.67824 -0.99829
O 1.15649 -1.80235 -1.20661
H -1.14769 1.21677 -0.22691
H -1.23554 0.90900 1.54773
H 0.14550 1.75879 0.76070
H -0.44781 -1.20326 0.82418
H 1.09286 -0.42858 1.05711
H 0.89109 0.29758 -1.42656
H -0.52868 -0.66199 -1.48840
```


Q.
Here is a 2-piece molecular cluster, C3H7O overall from OMol25. Energies are from ωB97M-V/def2-TZVPD.

Output
Orbital gap   0.244 Eh
Charge   -1
Multiplicity   1

XYZ file:
```
11
C3H7O (ωB97M-V/def2-TZVPD)
C 1.18322 1.71400 -1.07341
O 0.74542 1.06488 0.02792
H 1.06711 1.13603 -2.03449
H 0.66459 2.68709 -1.27570
H 2.27420 1.97605 -1.05312
C -0.82241 -1.88015 1.16420
C -1.21306 -1.12666 0.14940
H 0.12015 -1.66263 1.65484
H -1.41550 -2.71001 1.54876
H -0.57568 -0.28684 -0.17627
H -2.16136 -1.32930 -0.34350
```


It comes down to P, which is 0.951 eV more stable than the next structure.


P.
Here is an isolated ion of composition C4H8N3O2 and charge +1 from OMol25. Energies are from ωB97M-V/def2-TZVPD.

Output
Orbital gap   0.415 Eh
SMILES   Cc1n[n+](C)c(ON)o1
Charge   +1
Multiplicity   1

XYZ file:
```
17
C4H8N3O2 (ωB97M-V/def2-TZVPD)
C -1.89923 0.94467 -2.09949
C -1.14679 0.49879 -0.91236
N -1.51973 0.28185 0.32159
N -0.42277 -0.20514 0.97550
C -0.24485 -0.54932 2.33462
C 0.60626 -0.06901 0.11547
O 1.83078 -0.42485 0.55187
N 2.78424 -0.43209 -0.55251
O 0.22794 0.39446 -1.04225
H -2.81007 1.43009 -1.68723
H -1.16557 1.36275 -2.74158
H -2.28679 0.12980 -2.67593
H -1.07633 -1.08780 2.74423
H 0.72328 -0.97059 2.44936
H -0.20218 0.22772 3.10539
H 3.69186 -0.09536 -0.22893
H 2.90994 -1.43597 -0.65774
```


Q.
Here is an isolated ion of composition C4H8N3O2 and charge +1 from OMol25. Energies are from ωB97M-V/def2-TZVPD.

Output
Orbital gap   0.343 Eh
SMILES   CN1CC[NH+]=C1[N+](=O)[O-]
Charge   +1
Multiplicity   1

XYZ file:
```
17
C4H8N3O2 (ωB97M-V/def2-TZVPD)
C -0.75752 1.31775 -1.26224
N -0.35111 0.26266 -0.40180
C -0.49120 -1.20570 -0.83824
C 0.35346 -1.93222 0.22765
N 0.71185 -0.75803 1.19587
C 0.32243 0.38197 0.69351
N 0.62641 1.63650 1.41479
O 0.39304 2.62019 0.77354
O 1.03634 1.49389 2.54594
H -1.02214 0.81793 -2.15904
H -1.58583 1.99675 -0.93509
H 0.00863 1.97743 -1.38967
H -0.19337 -1.16549 -1.90934
H -1.55399 -1.58248 -0.69393
H -0.25405 -2.64063 0.71969
H 1.41396 -2.25712 0.03023
H 1.34309 -0.96340 1.98813
```


R.
Here is C4H8N3O2 as an isolated structure from OMol25. Energies are from ωB97M-V/def2-TZVPD.

Output
Orbital gap   0.410 Eh
Charge   +1
Multiplicity   1

XYZ file:
```
17
C4H8N3O2 (ωB97M-V/def2-TZVPD)
C -0.85924 1.97001 0.14509
C 0.27661 0.05039 -1.16057
C 0.41019 1.13316 -0.04359
C 0.24431 -1.49714 0.77008
N 0.35888 -0.56954 1.69314
N 0.31245 -1.24425 -0.53446
N -0.32051 -2.50091 -0.76998
O 0.93225 0.60394 1.19079
O -0.20826 -2.74577 0.63378
H -1.72987 1.34949 0.34695
H -0.71257 2.65057 0.97937
H -0.67656 0.16757 -1.68284
H 1.09129 0.12794 -1.88394
H 1.23098 1.80934 -0.30446
H 0.46955 -0.68150 2.69385
H -1.03988 2.55335 -0.75222
H 0.22039 -3.17664 -1.32098
```


It comes down to P, which is 1.097 eV more stable than the next structure.


P.
Here is a 2-piece molecular cluster, CH3O3 overall from OMol25. Energies are from ωB97M-V/def2-TZVPD.

Output
Orbital gap   0.334 Eh
Charge   -1
Multiplicity   1

XYZ file:
```
7
CH3O3 (ωB97M-V/def2-TZVPD)
O -0.02418 1.03079 -0.46764
C -0.79672 0.17907 -0.95512
O -0.65137 -1.05602 -1.00804
H -1.78339 0.53993 -1.36815
H 0.70961 0.43046 1.18089
H 1.24341 -0.91966 0.98443
O 1.30263 -0.20458 1.63364
```


Q.
Here is a 2-piece molecular cluster, CH3O3 overall from OMol25. Energies are from ωB97M-V/def2-TZVPD.

Output
Orbital gap   0.300 Eh
Charge   -1
Multiplicity   1

XYZ file:
```
7
CH3O3 (ωB97M-V/def2-TZVPD)
O -1.98055 -1.06135 -2.71653
H -2.16655 -0.21867 -3.18934
H -1.35664 -0.81025 -1.99824
O -0.47898 -1.58378 1.51258
O 0.00000 0.00000 0.00000
C 0.29945 -0.85932 0.83190
H 1.39714 -0.98003 0.99982
```


It comes down to P, which is 0.346 eV more stable than the next structure.